1.
This record from OMol25 describes a 3-piece molecular cluster, C15H19F16INO3 overall at a distorted geometry. The level of theory is ωB97M-V/def2-TZVPD.

```
55
C15H19F16INO3 | OMol25 | ωB97M-V/def2-TZVPD
O 3.52 1.75 3.65
C 3.65 2.66 2.82
C 2.95 4.01 2.98
N 2.01 4.25 1.83
C 0.57 4.46 2.23
C 0.02 3.26 3.00
C -1.43 2.99 2.64
I -1.48 2.21 0.65
H 4.27 2.55 1.90
H 2.41 4.02 3.92
H 3.71 4.80 2.99
H 2.32 5.06 1.30
H 2.03 3.46 1.19
H 0.02 4.61 1.30
H 0.51 5.39 2.80
H 0.62 2.38 2.76
H 0.13 3.43 4.08
H -2.07 3.87 2.71
H -1.83 2.21 3.28
C -1.28 -0.21 -3.95
C -0.60 0.69 -2.90
C 0.30 1.84 -3.38
F 1.38 1.41 -4.04
F 0.73 2.51 -2.27
F 0.05 -0.05 -1.97
F -1.61 1.38 -2.27
O -0.73 -1.47 -4.28
C 0.17 -1.63 -5.32
C 1.53 -2.20 -4.88
F 2.11 -1.40 -3.95
F 2.34 -2.24 -5.96
F 0.31 -0.51 -6.04
F -0.34 -2.57 -6.14
H -2.23 -0.45 -3.49
H -1.50 0.36 -4.86
H -0.27 2.53 -4.00
H 1.41 -3.19 -4.47
C -0.97 -2.10 1.21
C -2.03 -2.23 2.32
C -1.65 -2.97 3.61
F -1.33 -4.25 3.36
F -2.71 -2.94 4.44
F -3.17 -2.72 1.81
F -2.30 -0.95 2.74
O -1.06 -2.98 0.11
C -0.47 -4.22 0.10
C -1.50 -5.36 -0.07
F -2.40 -5.33 0.93
F -0.83 -6.53 -0.02
F 0.34 -4.43 1.15
F 0.30 -4.28 -1.01
H -1.16 -1.12 0.76
H 0.04 -2.06 1.62
H -0.80 -2.47 4.10
H -2.01 -5.25 -1.03
```

Its maximum force is 3.7 eV Å⁻¹. The value obtained for the HOMO-LUMO gap is 0.322 Eh. As for the net charge: +1. The energy is -75068.7600 eV. The highest occupied orbital energy comes out at -0.469 Eh.

Population analysis type Mulliken, resulting atomic charges in e: -0.408, -0.005, -0.404, -0.079, -0.888, -0.384, -1.198, 0.058, 0.371, 0.250, 0.401, 0.384, 0.363, 0.480, 0.307, 0.370, 0.439, 0.468, 0.474, -0.933, 1.044, 0.036, -0.221, -0.244, -0.240, -0.325, -0.354, 0.780, 0.237, -0.227, -0.257, -0.303, -0.292, 0.428, 0.341, 0.312, 0.227, -0.255, 0.904, 0.099, -0.228, -0.258, -0.266, -0.313, -0.400, 0.783, 0.232, -0.227, -0.259, -0.290, -0.309, -0.083, 0.350, 0.273, 0.244

2.
This record from OMol25 describes a 2-piece molecular cluster, C2H5BO2 overall at a distorted geometry. The level of theory is ωB97M-V/def2-TZVPD.

```
10
C2H5BO2 | OMol25 | ωB97M-V/def2-TZVPD
O -2.44 -2.07 0.60
B -2.52 -0.88 0.29
O -2.69 0.36 0.00
H -2.58 0.66 -0.86
C 2.17 0.63 0.32
C 1.15 0.13 -0.33
H 3.00 1.23 -0.06
H 2.36 0.25 1.35
H 1.27 0.07 -1.40
H 0.29 -0.39 0.08
```

Its maximum force is 3.4 eV Å⁻¹. The value obtained for the HOMO-LUMO gap is 0.375 Eh. As for the net charge: 0. The energy is -6927.0259 eV. The highest occupied orbital energy comes out at -0.372 Eh. The calculation puts the energy above the lowest of the compared OMol25 structures with the same formula, charge and spin at 31.9 kcal per mole.

Population analysis type Mulliken, resulting atomic charges in e: -0.515, 0.590, -0.403, 0.324, -0.486, -0.321, 0.243, 0.194, 0.221, 0.153